Molecular formula: C5H14
Method: DFT, ωB97M-V/def2-TZVPD

Positions of all 19 atoms, in Å:
1 C 0.2534 2.0910 0.9136
2 C 1.6956 1.7300 0.6159
3 C 1.8195 0.7199 -0.5538
4 H -0.2234 1.3501 1.5602
5 H -0.4152 2.1771 0.0495
6 H 0.1146 3.0369 1.4518
7 H 2.3516 2.5714 0.4224
8 H 2.0502 1.1743 1.4758
9 H 1.1078 -0.0927 -0.4081
10 H 1.5908 1.2133 -1.4945
11 H 2.8083 0.2668 -0.4919
12 C -2.2793 -2.3952 -0.6216
13 C -0.9358 -1.7006 -0.2730
14 H -2.7109 -1.9586 -1.5300
15 H -2.1524 -3.4667 -0.7364
16 H -3.0708 -2.1216 0.0832
17 H -1.2291 -0.8382 0.3270
18 H -0.4372 -1.4541 -1.1967
19 H -0.3377 -2.3033 0.4066

Values from the calculation:
Structure (SMILES): CCC.CC
Relative energy (zero: lowest compared OMol25 entry of this formula, charge and spin), kJ/mol: 40.38
Calculated total energy, eV: -5411.6311
LUMO energy, Ha: 0.0398
Multiplicity: 1
HOMO, eV: -11.354

Löwdin population analysis, charges in e, atoms 1 to 5: number 1, C, carries -0.14; number 2, C, carries -0.31; number 3, C, carries -0.11; number 4, H, carries 0.06; number 5, H, carries 0.07

Molecular formula: C5H14
Method: DFT, ωB97M-V/def2-TZVPD

Positions of all 19 atoms, in Å:
1 C -0.5225 0.4047 -2.1993
2 C -1.0574 1.3995 -1.1606
3 C -1.7351 0.6591 -0.0030
4 H -1.3981 -0.1860 -2.4894
5 H 0.2877 -0.2490 -1.8616
6 H -0.2041 0.9452 -3.0967
7 H -0.3023 2.0861 -0.7905
8 H -1.8337 1.9266 -1.7422
9 H -2.2470 -0.1948 -0.4572
10 H -0.9182 0.3568 0.6480
11 H -2.3300 1.3924 0.5544
12 C 1.0610 -1.1260 0.9608
13 C 2.0867 -1.0109 2.2119
14 H 0.7473 -0.0704 0.8938
15 H 1.5251 -1.4734 0.0581
16 H 0.1298 -1.6366 1.1378
17 H 1.6093 -1.8804 2.6689
18 H 2.0424 -0.1832 2.9256
19 H 3.0590 -1.1594 1.7412

Values from the calculation:
Structure (SMILES): CCC.CC
Relative energy (zero: lowest compared OMol25 entry of this formula, charge and spin), kJ/mol: 120.10
Calculated total energy, eV: -5410.8049
LUMO energy, Ha: 0.0422
Multiplicity: 1
HOMO, eV: -10.451

Löwdin population analysis, charges in e, atoms 1 to 5: number 1, C, carries -0.13; number 2, C, carries -0.32; number 3, C, carries -0.12; number 4, H, carries 0.07; number 5, H, carries 0.06

Copy entry 1 word for word.
Molecular formula: C5H14
Method: DFT, ωB97M-V/def2-TZVPD

Positions of all 19 atoms, in Å:
1 C 0.2534 2.0910 0.9136
2 C 1.6956 1.7300 0.6159
3 C 1.8195 0.7199 -0.5538
4 H -0.2234 1.3501 1.5602
5 H -0.4152 2.1771 0.0495
6 H 0.1146 3.0369 1.4518
7 H 2.3516 2.5714 0.4224
8 H 2.0502 1.1743 1.4758
9 H 1.1078 -0.0927 -0.4081
10 H 1.5908 1.2133 -1.4945
11 H 2.8083 0.2668 -0.4919
12 C -2.2793 -2.3952 -0.6216
13 C -0.9358 -1.7006 -0.2730
14 H -2.7109 -1.9586 -1.5300
15 H -2.1524 -3.4667 -0.7364
16 H -3.0708 -2.1216 0.0832
17 H -1.2291 -0.8382 0.3270
18 H -0.4372 -1.4541 -1.1967
19 H -0.3377 -2.3033 0.4066

Values from the calculation:
Structure (SMILES): CCC.CC
Relative energy (zero: lowest compared OMol25 entry of this formula, charge and spin), kJ/mol: 40.38
Calculated total energy, eV: -5411.6311
LUMO energy, Ha: 0.0398
Multiplicity: 1
HOMO, eV: -11.354

Löwdin population analysis, charges in e, atoms 1 to 5: number 1, C, carries -0.14; number 2, C, carries -0.31; number 3, C, carries -0.11; number 4, H, carries 0.06; number 5, H, carries 0.07